No. 1
Entry from the OMol25 dataset: a cluster of 7 separate species, C8H30BrN2O6 in total at a distorted geometry (the ωB97M-V functional and the def2-TZVPD basis).

Structure (ORCA input):
```
! RIJCOSX wB97M-V def2-TZVPD def2/J DEFGRID3
* xyz -1 1
Br 0.28260 -0.14511 0.32551
O 3.48051 0.07451 -1.05554
H 4.01952 -0.63896 -0.71397
H 2.62419 -0.05533 -0.64800
O -0.25343 1.47567 -2.79095
H -0.39699 0.98959 -1.97894
H -0.05984 0.80206 -3.44286
O -2.33252 1.61701 1.71120
H -2.76144 1.01238 2.31675
H -1.53193 1.16397 1.44658
O 1.10741 -2.31351 2.68655
H 1.80543 -1.87083 3.16930
H 0.60677 -1.60396 2.28392
C 0.90556 3.00788 3.80051
C 0.19198 3.69097 2.56740
C 0.17723 5.24320 2.60135
O -0.17883 5.67665 3.89076
C -1.55265 5.92195 4.03357
N 0.61986 3.19418 1.24939
H 1.05160 1.92831 3.76441
H 0.35036 3.21017 4.71644
H 1.97039 3.23017 3.86994
H -0.86817 3.45132 2.64964
H -0.28226 5.84203 1.81499
H 1.20157 5.59767 2.48645
H -1.67598 6.95320 3.70278
H -1.96216 5.86760 5.04226
H -2.16734 5.26982 3.41311
H 0.56652 2.18614 1.28272
H -0.09060 3.36309 0.55167
C -1.39657 -2.97450 -3.33507
C -0.26142 -3.58438 -2.47476
C 0.39028 -4.88513 -3.07309
O -0.71119 -5.81337 -3.17611
C -0.32734 -6.88003 -3.96983
N 0.70004 -2.46561 -2.39491
H -1.73512 -2.03479 -2.89868
H -2.25417 -3.64718 -3.32457
H -1.09369 -2.83745 -4.37314
H -0.63724 -3.69933 -1.45809
H 1.15734 -5.29156 -2.41391
H 0.81066 -4.60316 -4.03843
H 0.55697 -7.41012 -3.61615
H -0.04848 -6.56331 -4.97483
H -1.14800 -7.59394 -4.04019
H 0.93557 -2.10960 -3.31027
H 0.21500 -1.74836 -1.87493
*
```

Gap between HOMO and LUMO   8.383 eV
LUMO   2.8 eV
Total energy   -94091.9328 eV
HOMO   -0.207 hartree

Atom-resolved charges from Mulliken, all expressed in e: Br -0.89; O -0.62; H 0.30; H 0.32; O -0.63; H 0.29; H 0.30; O -0.61; H 0.29; H 0.26; O -0.63; H 0.29; H 0.29; C -1.44; C 0.94; C -0.86; O -0.35; C -0.73; N -0.67; H 0.37; H 0.29; H 0.37; H 0.15; H 0.37; H 0.34; H 0.27; H 0.26; H 0.33; H 0.13; H 0.33; C -1.42; C 0.38; C -0.73; O -0.27; C -0.78; N -0.53; H 0.45; H 0.33; H 0.34; H 0.33; H 0.40; H 0.30; H 0.29; H 0.32; H 0.25; H 0.26; H 0.02


No. 2
Entry from the OMol25 dataset: a cluster of 3 separate species, C41H54F3I2N3O2 in total at a distorted geometry (the ωB97M-V functional and the def2-TZVPD basis).

Structure (ORCA input):
```
! RIJCOSX wB97M-V def2-TZVPD def2/J DEFGRID3
* xyz 0 1
C 6.34760 -1.58797 2.62622
C 7.48667 -0.40700 2.43587
C 7.98557 -0.26295 0.86705
C 7.06006 0.82549 0.00150
C 5.52743 0.17884 -0.16156
C 4.69855 0.82116 -1.42166
C 3.09774 1.14895 -1.06473
C 2.59807 2.21645 -2.20413
C 0.97583 2.29463 -2.42360
C 0.07744 2.11482 -1.06400
C -1.22384 1.07114 -1.18760
C -1.63674 0.25720 -2.54891
C -1.07115 -1.27739 -2.64508
O -1.64176 -2.07172 -3.59293
I 0.53030 -2.16901 -1.45240
C -2.21964 0.84779 0.12956
C -3.53964 -0.17235 0.09638
C -4.97613 0.61991 0.10582
C -6.15479 -0.12285 -0.80647
O -4.83568 2.06060 -0.19435
C -1.87869 1.67956 1.50036
N -2.82108 1.50380 2.67866
C -2.59753 0.20161 3.41480
C -2.14484 0.44560 4.98318
C -0.47978 0.53073 4.95752
C 0.18282 -0.87509 5.48034
C -0.59502 2.73822 1.67199
N -0.48777 3.42648 3.00435
C 0.68827 4.35950 2.92969
C 0.98524 5.27133 4.30040
C -0.38216 5.32489 5.25793
C -0.17833 6.59142 6.29872
F -0.88038 7.83190 5.87911
C 1.70673 4.59137 1.68241
I 3.39431 6.00998 1.89573
N 1.52771 3.87049 0.37756
C 0.36134 2.92347 0.36830
H 6.60607 -2.37452 3.45710
H 5.32316 -1.02162 2.86016
H 6.19070 -2.07306 1.55351
H 6.99548 0.64141 2.71662
H 8.35354 -0.65197 3.19288
H 7.94492 -1.30181 0.30739
H 9.12103 0.06121 0.90638
H 7.61249 0.92918 -1.04816
H 7.06864 1.84255 0.58076
H 5.00044 0.28046 0.87902
H 5.71900 -0.96698 -0.43574
H 5.21930 1.86053 -1.67427
H 4.82258 0.15308 -2.38016
H 3.13426 1.74411 -0.03324
H 2.45123 0.17752 -0.97757
H 3.05614 1.83788 -3.23708
H 3.09190 3.28870 -2.02632
H 0.74120 3.39173 -2.83184
H 0.70835 1.56651 -3.29978
H -1.31753 0.80290 -3.55659
H -2.82800 0.22841 -2.58691
H -3.55512 -0.90422 1.03892
H -3.53896 -0.88276 -0.84585
H -5.38161 0.56232 1.22642
H -7.18231 0.02854 -0.21851
H -6.00839 -1.30358 -0.85930
H -6.29430 0.36522 -1.86788
H -4.53466 2.20912 -1.14030
H -3.82062 1.66221 2.42152
H -1.85371 -0.45528 2.79473
H -3.63956 -0.36914 3.41034
H -2.61596 1.45823 5.40209
H -2.53556 -0.47242 5.61618
H -0.13774 1.48931 5.53507
H -0.16050 0.67735 3.81766
H 0.89324 -0.61421 6.37782
H 0.75315 -1.37995 4.56519
H -0.62976 -1.66678 5.81836
H 1.87078 4.79072 4.89618
H 1.17663 6.40056 3.98561
H -1.36085 5.53247 4.63996
H -0.46246 4.35662 5.92770
H 0.97930 6.83218 6.30672
H -0.48720 6.29937 7.40859
F -3.39914 -4.88556 -9.15055
C -2.84510 -3.90838 -8.42064
C -2.59964 -2.67159 -9.00696
C -2.02751 -1.65225 -8.24592
C -1.69685 -1.88484 -6.90863
C -1.94249 -3.13123 -6.33062
C -2.52484 -4.14669 -7.08874
H -2.85546 -2.51193 -10.04932
H -1.83875 -0.67931 -8.69280
H -1.24652 -1.09089 -6.31667
H -1.68051 -3.31120 -5.29077
H -2.73091 -5.11865 -6.65291
F -5.15548 -4.85931 -0.74445
C -4.02766 -5.46040 -1.14608
C -3.88773 -6.83387 -0.97974
C -2.71569 -7.46093 -1.40247
C -1.69115 -6.70496 -1.97745
C -1.83906 -5.32616 -2.13548
C -3.01562 -4.70122 -1.72291
H -4.69075 -7.40345 -0.52348
H -2.59965 -8.53538 -1.28400
H -0.77536 -7.19379 -2.30294
H -1.03863 -4.73925 -2.57950
H -3.15094 -3.63184 -1.84637
*
```

Structure (SMILES)   CCCCCCCCCc1c(CC(=O)I)c(C[C@H](C)O)c(NCCCC)c2nc(CCCF)c(I)nc12.Fc1ccccc1.Fc1ccccc1
Gap between HOMO and LUMO   6.751 eV
LUMO   -1.5 eV
Total energy   -76290.6595 eV
HOMO   -0.302 hartree

Results of the Mulliken charge analysis, in e, for atoms 1 through 99: C -0.70; C -0.36; C -0.69; C -0.62; C -0.04; C -0.61; C 0.16; C -0.68; C -0.42; C 0.13; C 0.22; C -0.41; C 0.04; O -0.46; I 0.09; C 0.44; C -0.34; C 0.11; C -0.95; O -0.52; C -0.73; N -0.08; C -0.46; C -0.63; C 0.15; C -0.94; C 0.11; N -0.21; C 0.77; C -0.70; C -0.23; C -0.31; F -0.32; C -0.88; I 0.06; N -0.27; C 0.27; H 0.29; H 0.13; H 0.18; H 0.23; H 0.32; H 0.33; H 0.27; H 0.31; H 0.25; H -0.01; H 0.17; H 0.25; H 0.31; H 0.17; H -0.27; H 0.39; H 0.26; H 0.28; H 0.09; H 0.39; H 0.34; H 0.18; H -0.13; H 0.22; H 0.31; H 0.20; H 0.26; H 0.36; H 0.34; H 0.31; H 0.24; H 0.26; H 0.31; H 0.18; H -0.08; H 0.28; H 0.21; H 0.25; H 0.29; H 0.45; H 0.30; H 0.11; H 0.23; H 0.27; F -0.31; C 0.34; C -0.44; C -0.34; C -0.50; C -0.24; C -0.49; H 0.40; H 0.36; H 0.35; H 0.49; H 0.43; F -0.30; C 0.27; C -0.44; C -0.33; C -0.74; C -0.24


No. 3
Entry from the OMol25 dataset: a structure of composition C5H10O2 at a distorted geometry (the ωB97M-V functional and the def2-TZVPD basis).

Structure (ORCA input):
```
! RIJCOSX wB97M-V def2-TZVPD def2/J DEFGRID3
* xyz 0 1
O -1.18320 -1.76062 1.19151
C -1.78039 -0.84913 0.28640
C -0.82153 0.31308 0.17758
C 0.61472 0.04073 -0.21265
C 1.56300 0.54013 -1.31272
O 2.45660 1.05638 -0.27890
C 1.32043 1.03520 0.65115
H -1.78344 -2.50240 1.31217
H -2.71286 -0.43293 0.69286
H -2.01622 -1.33917 -0.66907
H -0.63831 0.60861 1.24729
H -1.23406 1.14660 -0.40328
H 0.91722 -0.97158 0.07421
H 1.13526 1.32085 -1.96467
H 2.06692 -0.21137 -1.93251
H 1.13899 0.69075 1.71504
H 0.90552 2.05156 0.63625
*
```

Gap between HOMO and LUMO   10.465 eV
LUMO   0.8 eV
Total energy   -9439.3441 eV
HOMO   -0.355 hartree

Atom-resolved charges from Mulliken, all expressed in e: O -0.51; C -0.57; C -0.53; C 0.22; C -0.43; O -0.44; C -0.64; H 0.29; H 0.34; H 0.34; H 0.20; H 0.30; H 0.23; H 0.24; H 0.26; H 0.37; H 0.32